Entry 1:
Below is C17H21N3S in the gas phase, with properties calculated with wB97M-V/def2-TZVPD.

Results
**Multiplicity**: 1
**SMILES**: Cc1ccc(C)c(NC(=S)N(C)CCc2ccccn2)c1
**E_LUMO**: 0.62 eV
**ΔE to the lowest compared entry with this formula, charge and spin**: 0.083 eV
**E_tot**: -1222.872822 hartree

Last column: Löwdin charge in e.
Cartesian coordinates (Å):
C (5.02, 0.09, 2.09)  -0.05
C (3.54, -0.13, 2.27)  -0.28
C (2.69, 0.01, 1.19)  -0.02
C (1.32, -0.17, 1.32)  -0.22
C (0.78, -0.54, 2.56)  -0.21
C (1.64, -0.70, 3.63)  -0.05
C (3.01, -0.49, 3.50)  -0.06
H (3.65, -0.62, 4.35)  0.10
H (1.24, -0.98, 4.59)  0.11
C (-0.70, -0.73, 2.74)  -0.05
H (-0.92, -1.04, 3.75)  0.08
H (-1.21, 0.22, 2.55)  0.08
H (-1.09, -1.48, 2.05)  0.08
N (0.49, -0.05, 0.20)  0.05
C (0.71, 0.77, -0.87)  -0.79
N (0.24, 0.33, -2.07)  -0.17
C (0.25, 1.18, -3.23)  -0.08
H (0.78, 0.70, -4.05)  0.10
H (-0.77, 1.41, -3.55)  0.09
H (0.76, 2.11, -2.98)  0.02
C (-0.14, -1.04, -2.31)  -0.16
H (0.06, -1.63, -1.41)  0.12
C (-1.62, -1.18, -2.70)  -0.11
C (-2.54, -0.37, -1.84)  -0.29
N (-2.39, -0.47, -0.52)  0.11
C (-3.21, 0.22, 0.26)  -0.12
C (-4.21, 1.05, -0.21)  -0.05
C (-4.36, 1.17, -1.58)  -0.06
C (-3.51, 0.44, -2.41)  -0.02
H (-3.61, 0.51, -3.48)  0.11
H (-5.12, 1.81, -2.00)  0.11
H (-4.85, 1.59, 0.47)  0.10
H (-3.06, 0.09, 1.33)  0.09
H (-1.76, -0.89, -3.74)  0.11
H (-1.89, -2.24, -2.62)  0.12
H (0.47, -1.44, -3.12)  0.13
S (1.46, 2.24, -0.71)  0.68
H (-0.42, -0.49, 0.24)  0.09
H (3.10, 0.28, 0.23)  0.09
H (5.42, -0.61, 1.36)  0.08
H (5.55, -0.04, 3.03)  0.07
H (5.20, 1.10, 1.73)  0.08

***

Entry 2:
Below is C4H6O2 as an isolated structure at a distorted geometry, with properties calculated with wB97M-V/def2-TZVPD.

Results
**Multiplicity**: 1
**E_LUMO**: -0.05 eV
**ΔE to the lowest compared entry with this formula, charge and spin**: 3.691 eV
**E_tot**: -306.370660 hartree

Last column: Löwdin charge in e.
Cartesian coordinates (Å):
C (1.70, 0.45, -0.39)  0.08
C (0.31, 0.67, -0.16)  -0.67
O (-0.27, 1.76, -0.23)  0.02
C (-0.35, -0.57, 0.40)  -0.10
C (-1.80, -0.60, 0.04)  -0.25
O (-2.44, -1.62, 0.00)  0.05
H (0.74, 0.28, -1.44)  0.26
H (2.14, -0.55, -0.39)  0.08
H (2.40, 1.24, -0.04)  0.11
H (0.14, -1.53, 0.19)  0.13
H (-0.22, -0.36, 1.47)  0.15
H (-2.21, 0.40, -0.21)  0.13

***

Entry 3:
Below is C4H5N3 as an isolated structure at a distorted geometry, with properties calculated with wB97M-V/def2-TZVPD.

Results
**Multiplicity**: 1
**E_LUMO**: -1.27 eV
**ΔE to the lowest compared entry with this formula, charge and spin**: 3.630 eV
**E_tot**: -319.578799 hartree

Last column: Löwdin charge in e.
Cartesian coordinates (Å):
C (-1.47, 0.27, -0.15)  -0.04
N (-0.19, -0.39, -0.13)  -0.03
C (0.72, -0.27, 0.73)  -0.10
C (2.17, -0.26, -1.99)  -0.16
N (1.18, -0.91, -2.03)  -0.09
C (0.58, 0.53, 1.91)  -0.16
N (0.50, 1.24, 2.83)  0.19
H (-1.65, 0.75, 0.81)  0.08
H (-2.24, -0.47, -0.38)  0.10
H (-1.44, 1.01, -0.96)  0.11
H (0.34, -0.84, -1.20)  -0.03
H (1.68, -0.74, 0.50)  0.12